1.
Entry from OMol25: an isolated molecule of C5H7FO2 (the ωB97M-V functional and the def2-TZVPD basis).

Cartesian coordinates (Å):
H  -3.2659  -0.3006  -0.8519
H  2.9820  -0.2260  1.0898
C  1.1932  0.5165  0.1126
C  0.0825  -0.2164  0.3195
O  -1.6698  1.6658  0.2264
H  3.0259  0.6171  -0.5807
H  -1.9058  -1.3514  -0.9717
C  -2.4329  -0.7114  -0.2740
H  -2.7126  -1.3978  0.5601
H  0.0904  2.0246  -0.0756
C  -1.5312  0.4700  0.1001
O  1.0582  1.7933  -0.1922
C  2.4917  -0.1510  0.1375
H  2.4683  -1.2017  -0.1341
F  0.1260  -1.5311  0.5343

Computed properties:
E_tot, eV: -12108.9078
2S+1: 1
Energy relative to the best compared isomer or geometry (same formula, charge and spin), kJ/mol: 103.3
HOMO level, eV: -8.47
SMILES string: CC(=O)/C(F)=C(/C)O
Strongest force on any atom, eV/Å: 5.27
Frontier orbital gap, eV: 9.213

Mulliken atomic charge list, values in e, 4 entries: H 0.35; H 0.25; C 0.62; C 0.02

---

2.
Entry from OMol25: a cluster of 4 separate species, C36H67Br2IN3O6 in total (the ωB97M-V functional and the def2-TZVPD basis).

Cartesian coordinates (Å):
C  1.9819  7.7692  0.1939
H  5.4081  -4.8095  1.6709
C  -3.8518  2.5867  2.4675
C  3.0624  -5.9094  -1.3941
H  -5.5161  -6.6493  -0.7426
H  6.3729  -5.2941  0.2735
C  -2.1122  4.1619  1.3268
C  0.9044  3.5086  1.3887
H  5.0777  -2.3295  -1.2336
H  2.9222  8.2619  0.4426
C  -0.9810  -9.3064  -1.7658
H  -2.4083  -11.0776  -0.6234
O  0.7305  6.8057  3.4256
H  -1.4059  4.1559  0.4964
H  2.7676  -6.2966  -2.3711
C  0.1880  5.7729  3.3371
C  0.0798  3.6227  2.6751
C  -4.0802  -7.6952  1.2415
C  -3.1950  -5.5686  0.3758
C  -4.5674  -7.0118  -1.1463
H  -1.0074  -10.3058  -2.2036
C  4.5965  -4.2141  -0.2571
H  1.2461  -3.1450  1.9388
H  0.6845  -3.0303  0.2695
C  5.5220  -3.0346  -0.5372
C  2.4273  -5.6087  1.7146
Br  -3.1714  5.7745  1.0342
H  1.0715  -6.0144  -0.5410
O  -1.1057  5.6116  3.0132
H  -1.9565  3.8175  3.4445
C  -3.4084  -8.9314  -2.2803
N  -2.2741  -7.6552  -0.5091
N  1.4730  9.5550  -1.4037
H  1.4457  4.4602  1.2938
O  3.0284  -2.5064  -0.0129
H  -3.3220  -7.7106  2.0259
H  2.2667  11.3735  -3.1741
H  -4.3078  3.4811  2.9112
H  3.2067  -6.3269  1.4870
H  1.4192  -4.5275  -1.4022
H  3.4098  -6.7709  -0.8169
H  3.8559  -4.1158  -2.2691
C  0.9302  8.7900  -0.2285
Br  -2.1041  1.4203  0.5435
H  -5.2260  -9.0756  -1.1048
C  -1.3527  4.2412  2.6399
H  -4.0807  -5.1151  0.8252
C  -4.7480  -8.3798  -1.7995
C  0.6595  9.6898  0.9852
C  2.1769  -4.5811  0.6063
H  5.7607  -2.5009  0.3835
H  -0.3221  11.5744  -0.4492
H  -4.4198  -8.7112  1.0771
C  -1.3558  9.0083  -1.3483
H  -0.3230  12.4328  -1.9750
H  -3.2073  2.1160  3.2166
H  2.6874  -5.1060  2.6477
H  1.1809  12.2599  -1.0625
H  -3.7305  -10.1846  0.0871
O  -1.4858  -6.8417  -1.1057
H  5.0739  -5.3579  -2.0035
H  0.5553  0.7377  1.7533
C  0.5695  10.4915  -2.1547
I  1.2435  0.5528  -0.8219
H  -0.7090  -8.5934  -2.5385
H  -2.2064  8.4230  -1.7038
H  2.7580  2.6236  0.7534
H  1.5074  -6.1726  1.8745
H  -0.2104  -9.2852  -0.9941
H  -0.2676  10.2511  0.9169
C  0.9955  -3.7223  1.0477
H  6.4488  -3.4181  -0.9676
C  -3.5352  -7.0042  -0.0117
H  -3.5281  -9.9327  -2.7023
C  -0.3499  8.0786  -0.6750
H  4.9261  -6.1875  0.6751
O  0.7559  4.5651  3.5528
H  1.4686  10.1030  -4.0993
H  2.1765  7.0424  -0.5904
H  0.0819  2.6811  3.2338
H  -4.9355  -7.1253  1.6063
C  1.9675  2.4079  1.4820
H  -0.4734  9.0090  -3.3070
C  1.3003  10.9324  -3.4184
H  -2.3850  -5.5447  1.1053
H  -0.7958  7.6009  0.2017
H  1.4806  10.3915  1.1371
C  0.2568  11.7547  -1.3473
H  2.2547  0.2603  1.5598
H  -4.2488  -6.2939  -1.9081
H  -3.0264  -8.2893  -3.0799
H  0.6906  11.6848  -3.9228
O  2.2289  8.8556  -2.1651
C  1.4940  0.9797  1.2484
H  -4.6348  1.8662  2.2153
H  2.4457  2.4749  2.4724
H  0.5820  9.0579  1.8706
C  -2.3529  -9.0043  -1.1717
C  -0.7146  9.7376  -2.5268
H  0.1603  -4.3857  1.2813
H  -2.8955  -4.9754  -0.4835
C  1.8502  -5.2693  -0.7229
C  4.1855  -4.8906  -1.5699
C  -3.0838  2.9667  1.2071
N  3.3576  -3.6724  0.4033
H  -5.4252  -8.2856  -2.6501
H  -1.4143  10.4547  -2.9642
H  -1.7583  9.7264  -0.6287
H  0.3000  3.3751  0.4853
H  -0.0802  7.2804  -1.3748
C  5.3549  -5.1905  0.6503
H  -3.7952  3.1998  0.4149
H  -2.0998  -10.0036  0.7436
C  -2.6786  -10.1220  -0.1733
H  1.6170  7.2500  1.0827

Computed properties:
E_tot, eV: -203356.1447
2S+1: 4
Energy relative to the best compared isomer or geometry (same formula, charge and spin), kJ/mol: 0.0
HOMO level (alpha / beta), eV: -7.70 / -8.95
Expectation value of S²: 3.7625
Strongest force on any atom, eV/Å: 1.77
Frontier orbital gap (alpha / beta), eV: 8.127 / 9.353

Mulliken atomic charge list, values in e, 4 entries: C -1.54; H 0.36; C -1.41; C -0.58

---

3.
Entry from OMol25: a cluster of 8 separate species, C8H24N8O16 in total (the ωB97M-V functional and the def2-TZVPD basis).

Cartesian coordinates (Å):
H  3.5317  -5.3936  0.4113
H  1.3246  3.0093  4.1417
H  -0.0047  3.7178  5.0816
O  -1.6553  -3.5672  0.4916
N  4.9190  -3.9156  0.2891
H  0.6000  3.1643  -3.8521
H  -4.5061  -2.3987  3.1714
O  1.3429  -1.9186  0.7138
N  -3.1258  -0.7360  3.4977
O  -0.1906  5.6536  -1.5185
C  -0.4316  3.4593  -4.0439
C  -0.5312  -0.5626  0.1692
O  5.1399  -2.9344  -0.3602
H  3.0541  -3.9966  -0.6950
N  -1.4000  2.4005  -3.7382
C  -0.5819  -4.2406  2.5009
H  -0.0948  -0.0928  -6.1643
H  -0.2807  -3.2027  2.3592
O  -3.3889  0.4506  3.4350
H  -0.6009  3.7639  -5.0767
H  0.9457  1.1760  -6.8710
H  3.0458  -3.8974  1.1235
O  -1.0891  2.2426  2.5700
H  -0.3384  0.2784  -0.4968
O  2.2455  1.4162  -4.7738
O  -0.5610  5.6837  0.6105
C  3.5200  -4.3178  0.2366
O  1.2619  -0.4371  -4.0942
N  -1.4509  -4.4798  1.3420
N  0.6849  -1.4186  -0.1953
H  -1.1710  -4.1994  3.4171
O  -1.5211  2.0611  -2.5253
C  0.9332  0.2252  -6.3382
H  0.2515  4.2404  3.3138
H  -0.5016  -0.2522  1.2137
C  0.3376  3.4674  4.0775
H  -1.4027  -1.1726  -0.0687
O  -2.0660  -5.5866  1.3248
O  -1.9328  1.8025  -4.6690
N  -0.0348  5.1537  -0.4467
H  1.5540  -0.4416  -6.9367
N  1.4648  0.4329  -4.9421
O  -2.0009  -1.2682  3.3738
H  -5.1249  -1.0116  4.0554
O  0.9892  -1.4768  -1.3542
C  0.6951  3.8296  -0.2839
N  -0.5573  2.3390  3.6922
H  -0.5345  4.1798  -3.2324
O  5.7498  -4.6256  0.8196
H  0.2749  -4.8983  2.6474
O  -0.8507  1.5879  4.5683
H  -0.0611  3.1828  0.1611
C  -4.2475  -1.6423  3.9124
H  1.5908  3.9306  0.3290
H  0.8984  3.3696  -1.2509
H  -4.1167  -2.1335  4.8767

Computed properties:
E_tot, eV: -53341.7913
2S+1: 1
Energy relative to the best compared isomer or geometry (same formula, charge and spin), kJ/mol: 180.3
HOMO level, eV: -10.77
SMILES string: C[N+](=O)[O-].C[N+](=O)[O-].C[N+](=O)[O-].C[N+](=O)[O-].C[N+](=O)[O-].C[N+](=O)[O-].C[N+](=O)[O-].C[N+](=O)[O-]
Strongest force on any atom, eV/Å: 4.40
Frontier orbital gap, eV: 10.378

Mulliken atomic charge list, values in e, 4 entries: H 0.32; H 0.29; H 0.31; O -0.46

---

4.
Entry from OMol25: a structure of composition C19H22N5O6S2W (the ωB97M-V functional and the def2-TZVPD basis).

Cartesian coordinates (Å):
C  0.4513  -0.7890  -2.0184
C  -0.7507  4.8994  -0.1298
H  0.3037  -5.0527  -1.9204
H  3.1966  -0.8446  2.0055
H  2.6436  -3.4135  3.2335
H  1.5125  -2.0741  -3.3673
H  -1.2218  -3.8920  -0.5356
O  0.5543  1.5067  -1.5337
H  -3.8460  1.7717  -4.6139
N  -1.5378  2.7922  0.8183
C  -2.8649  1.3522  -2.7684
H  -3.4877  4.2323  -4.3982
H  4.0925  -3.2413  0.2826
H  -2.3453  5.1275  -2.3890
C  -0.7486  -3.0312  -0.9880
C  -1.4520  3.5866  -0.2521
O  -1.9699  -0.0353  0.7569
H  -0.4348  -3.2810  3.3791
C  -0.1721  2.6130  2.5201
O  0.6079  -4.3288  -2.4827
O  1.6458  0.7922  -3.3712
C  -3.3457  2.1861  -3.7513
C  1.6869  -2.9040  3.1192
S  1.5122  -2.3925  1.4032
C  0.7886  -2.0050  -2.5682
H  2.9813  -0.9723  0.2600
O  -2.6121  -2.1439  1.2371
H  -2.9456  0.2750  -2.8320
C  -2.1165  3.1746  -1.5139
C  0.2122  -3.1521  -2.0073
H  -1.3297  5.5657  0.5125
H  4.4567  -3.0463  1.9952
H  5.1752  -1.9479  0.8198
C  -1.9642  -1.3949  0.5841
H  0.5050  -4.6877  2.8643
C  0.5179  -3.8003  3.4952
H  1.0945  2.4037  4.1057
N  0.2521  2.8320  3.7691
N  -0.4257  -0.6961  -1.0263
C  3.1006  -1.5515  1.1786
N  -1.2036  3.2573  2.0539
H  0.2168  4.7514  0.3517
S  0.7790  1.4810  1.5198
C  0.9667  0.5715  -2.4173
H  -0.2614  3.4574  4.3671
C  -3.1417  3.5607  -3.6244
C  -2.5042  4.0664  -2.5088
H  1.6957  -1.9794  3.7020
H  -0.5877  5.3700  -1.0948
O  1.5582  -3.6349  0.5622
C  -1.0277  -1.7698  -0.5302
N  -2.2452  1.8415  -1.6846
W  -0.8488  1.2191  -0.1680
C  4.2741  -2.5082  1.0663
H  0.6097  -4.1172  4.5329

Computed properties:
Charge: +1
E_tot, eV: -63288.3177
2S+1: 1
HOMO level (alpha / beta), eV: -10.98 / -10.98
Strongest force on any atom, eV/Å: 0.54
Frontier orbital gap (alpha / beta), eV: 6.790 / 6.796

Mulliken atomic charge list, values in e, 4 entries: C 0.43; C -1.63; H 0.36; H 0.43

---

5.
Entry from OMol25: a structure of composition C37H38MgN5O3PSSi (the ωB97M-V functional and the def2-TZVPD basis).

Cartesian coordinates (Å):
O  13.2109  11.5073  10.9500
H  6.7741  8.2113  6.0884
N  7.6615  10.1774  10.2650
N  10.1960  12.1274  11.9185
C  12.9872  7.6048  8.8053
C  13.2379  14.5920  7.8766
C  9.9522  6.9195  12.7979
H  7.0739  17.6202  10.3868
H  11.6200  5.9760  9.3710
P  12.5155  8.8330  10.0767
C  9.2992  10.9979  11.9639
H  9.3348  13.2651  13.4248
H  8.5072  11.1111  12.6529
N  7.2730  13.2296  11.0795
C  14.7752  9.2197  13.6116
H  8.8861  9.1829  5.3143
C  11.1033  7.8916  10.9222
H  9.8609  10.0606  12.4253
C  12.3838  6.3381  8.7254
C  7.3750  8.8039  6.7983
H  10.0279  8.0553  9.2502
C  8.3264  13.8677  11.6002
C  14.1441  9.5648  12.4169
H  10.3445  14.1758  12.2594
C  9.0156  10.2672  8.4506
H  11.0242  11.9774  12.4524
H  15.2429  5.9380  12.9226
N  9.7114  10.7011  9.5388
C  8.7711  7.2436  10.7196
H  14.4612  8.8842  7.7675
C  4.6746  15.4367  9.5028
C  9.5673  13.3863  12.3832
H  12.0391  7.5414  12.9434
C  11.0124  15.6656  9.2153
H  9.0687  15.7834  11.6424
H  11.6379  15.8742  10.1315
C  11.1297  7.4790  12.2854
C  6.9252  9.0237  8.0931
H  12.5345  4.3357  7.8274
H  14.0744  5.0216  6.0727
Mg  11.6107  11.7905  9.9253
H  7.9498  7.0413  10.0735
H  13.7999  14.8962  8.7754
C  12.8571  5.3889  7.7956
C  13.8197  8.6113  11.4156
C  15.0330  7.8608  13.8798
C  7.7421  9.8698  8.8835
C  14.8478  6.9630  12.8189
C  14.3716  6.9931  6.9059
H  15.4633  7.5556  14.8341
H  11.3686  13.4572  5.9472
C  5.3876  16.6029  9.6484
C  8.5234  9.3366  6.3116
H  3.7255  15.3382  9.0226
H  14.0069  6.5352  10.8936
Si  11.5815  13.9445  8.3529
H  15.1259  7.2435  6.1954
C  13.8052  5.7244  6.8490
H  4.6336  13.2979  9.8060
C  6.5857  16.6511  10.2829
C  9.3709  10.0959  7.1269
O  12.6567  11.3384  13.3523
C  10.6490  13.9496  6.6191
H  6.8467  10.4443  10.8102
S  13.6800  11.2715  12.3336
H  9.9297  6.7557  13.9024
H  10.3583  10.3309  6.8118
C  5.1856  14.2411  9.9630
C  7.0858  15.4526  10.7653
C  14.0029  7.9119  7.8308
H  9.9264  15.6991  9.4250
O  14.9115  11.9346  12.6439
H  15.0119  9.9883  14.3256
H  10.7124  15.0400  6.2852
C  9.9943  7.6117  10.1861
C  8.8856  10.6326  10.5771
C  8.7333  6.8730  12.0593
N  8.2500  15.1932  11.4587
C  6.4667  14.2385  10.5871
H  5.9652  8.7042  8.4499
H  11.3275  16.4345  8.4511
H  14.0119  13.8767  7.3545
H  13.1580  15.4710  7.2485
H  4.9583  17.5356  9.3432
H  9.5865  13.6212  6.5331
H  7.8442  6.5896  12.5708
C  14.2382  7.3044  11.6266

Computed properties:
E_tot, eV: -86027.5038
2S+1: 1
HOMO level, eV: -7.19
Strongest force on any atom, eV/Å: 3.39
Frontier orbital gap, eV: 7.612

Mulliken atomic charge list, values in e, 4 entries: O -0.72; H 0.36; N 0.41; N 0.29

---

Question: Which of these has the highest strongest force on any atom?
Answer: C5H7FO2